No. 1
Entry from the Open Molecules 2025 dataset: a molecular structure, C42H42MnN7S3Se (ωB97M-V/def2-TZVPD).

The LUMO energy (alpha / beta) comes out at -0.66 / -0.71 eV. The HOMO-LUMO gap (alpha / beta) is 5.78 / 6.41 eV. As for the molar mass: 874.9 g mol⁻¹. The calculation puts the energy above the lowest of the compared OMol25 structures with the same formula, charge and spin at 42.5 kcal per mole. The spin multiplicity is 5. The largest force on an atom is 0.79 eV/Å.

Element x y z (Å)
Mn (-0.4008, 2.0622, 0.4931)
C (3.7403, 6.0097, 0.0908)
C (2.5671, 6.5917, -0.3767)
C (1.3422, 5.9770, -0.1854)
C (1.2787, 4.7513, 0.4778)
C (2.4517, 4.1717, 0.9457)
C (3.6732, 4.7936, 0.7574)
N (0.0709, 4.0650, 0.6530)
N (-0.9783, 4.8718, 0.6641)
C (-2.1525, 4.2370, 0.6281)
C (-3.3482, 5.0028, 0.6447)
C (-4.5554, 4.3856, 0.5511)
C (-4.5996, 2.9777, 0.4426)
C (-3.4217, 2.2906, 0.4506)
N (-2.2028, 2.8717, 0.5574)
H (4.6925, 6.5001, -0.0605)
H (2.6061, 7.5386, -0.8994)
H (0.4304, 6.4244, -0.5555)
H (2.3843, 3.2278, 1.4611)
H (4.5744, 4.3263, 1.1333)
H (-3.2474, 6.0747, 0.7203)
H (-5.4697, 4.9630, 0.5547)
H (-5.5341, 2.4439, 0.3591)
H (-3.4118, 1.2096, 0.3722)
C (-1.1214, 2.9694, -3.6223)
C (0.1822, 2.6673, -2.9395)
C (1.3761, 3.1999, -3.3805)
C (2.5846, 2.8975, -2.7335)
C (3.8739, 3.5059, -3.2144)
C (2.5911, 2.0921, -1.6125)
C (1.3889, 1.5762, -1.0909)
C (0.2077, 1.8265, -1.8219)
N (1.1730, 1.0141, 0.1567)
C (2.1481, 0.1569, 0.8354)
C (3.2587, 0.9250, 1.5763)
C (4.2018, -0.0337, 2.3069)
C (3.4108, -0.8344, 3.3433)
C (2.3108, -1.6244, 2.6326)
C (2.9517, -2.5884, 1.6300)
C (3.7403, -1.7890, 0.5914)
C (4.8391, -0.9878, 1.2936)
C (2.7996, -0.8311, -0.1464)
C (1.3851, -0.6628, 1.8820)
H (-0.9620, 3.3696, -4.6224)
H (-1.6888, 3.7059, -3.0497)
H (-1.7400, 2.0748, -3.7035)
H (1.3852, 3.8515, -4.2456)
H (3.7450, 3.9998, -4.1759)
H (4.6493, 2.7463, -3.3190)
H (4.2305, 4.2477, -2.4982)
H (3.5225, 1.9295, -1.0894)
H (-0.6763, 1.2086, -1.6054)
H (2.7984, 1.6038, 2.3005)
H (3.8327, 1.5297, 0.8707)
H (4.9808, 0.5482, 2.8083)
H (2.9740, -0.1608, 4.0862)
H (4.0785, -1.5184, 3.8753)
H (1.7251, -2.1890, 3.3643)
H (2.1806, -3.1803, 1.1333)
H (3.6120, -3.2881, 2.1505)
H (4.1909, -2.4732, -0.1339)
H (5.4214, -0.4228, 0.5600)
H (5.5286, -1.6678, 1.8026)
H (2.0077, -1.3889, -0.6566)
H (3.3577, -0.2936, -0.9137)
H (0.8918, 0.0250, 2.5816)
H (0.6038, -1.2328, 1.3702)
Se (-1.0837, -1.8867, -1.3740)
C (-0.3484, -3.5214, -0.6934)
C (0.4838, -4.2184, -1.5583)
C (1.0564, -5.3984, -1.1099)
N (0.8597, -5.9038, 0.1033)
C (0.0645, -5.2166, 0.9165)
C (-0.5645, -4.0279, 0.5754)
H (0.6937, -3.8587, -2.5571)
H (1.7116, -5.9620, -1.7631)
H (-0.0835, -5.6359, 1.9046)
H (-1.1971, -3.5227, 1.2887)
S (-7.6986, -2.3160, 0.0812)
C (-6.0583, -2.3571, 0.1312)
S (-5.1352, -0.8759, 0.1862)
C (-3.6757, -1.7949, 0.2842)
N (-3.8454, -3.0625, 0.2646)
N (-5.1626, -3.3904, 0.1495)
C (-5.4298, -4.7976, 0.0964)
C (-4.3944, -5.6739, 0.4097)
C (-4.6125, -7.0374, 0.3555)
C (-5.8541, -7.5415, -0.0094)
C (-6.8718, -6.6596, -0.3265)
C (-6.6709, -5.2867, -0.2792)
S (-2.0631, -1.0700, 0.3929)
H (-3.4231, -5.2918, 0.6837)
H (-3.7993, -7.7080, 0.5981)
H (-6.0215, -8.6084, -0.0485)
H (-7.8434, -7.0315, -0.6209)
H (-7.4741, -4.6159, -0.5372)

Atomic partial charges in e from the Mulliken method, atoms 1 to 4:
1. Mn -0.090
2. C -0.640
3. C -0.618
4. C -0.288


No. 2
Entry from the Open Molecules 2025 dataset: 2 unconnected molecules or ions with the total composition C42H42N5 at a distorted geometry (ωB97M-V/def2-TZVPD).

As for the net charge: +1. The LUMO energy comes out at -4.08 eV. The HOMO-LUMO gap is 5.81 eV. As for the molar mass: 616.8 g mol⁻¹. The spin multiplicity is 1. The largest force on an atom is 1.83 eV/Å.

Element x y z (Å)
C (-7.0629, 1.5539, -4.0651)
C (-7.1726, 1.7564, -2.6832)
C (-6.4874, 0.9304, -1.7939)
C (-5.7197, -0.1372, -2.2821)
N (-5.1017, -1.0238, -1.3495)
C (-5.6817, -2.3135, -1.1472)
C (-5.1856, -3.4119, -1.8640)
C (-5.8964, -4.6118, -1.8580)
C (-7.0563, -4.7343, -1.0845)
C (-7.5066, -3.6580, -0.3097)
C (-6.8327, -2.4373, -0.3581)
C (-3.9435, -0.6220, -0.6717)
C (-3.8092, -0.7916, 0.7193)
C (-2.6961, -0.2974, 1.3817)
C (-1.5535, 0.1593, 0.6588)
C (-0.3039, 0.4786, 1.2823)
C (0.9257, 0.0753, 0.6678)
C (2.1241, 0.8482, 0.6838)
C (3.2769, 0.4021, 0.0532)
C (3.3239, -0.8582, -0.5883)
N (4.4335, -1.2339, -1.3290)
C (4.6321, -2.5596, -1.8093)
C (4.9323, -2.7572, -3.1673)
C (5.2769, -4.0276, -3.6323)
C (5.4024, -5.0900, -2.7238)
C (5.1069, -4.8905, -1.3711)
C (4.6765, -3.6411, -0.9158)
C (5.4365, -0.2786, -1.6528)
C (6.7587, -0.5204, -1.2474)
C (7.7509, 0.4063, -1.5668)
C (7.4412, 1.5086, -2.3702)
C (6.1340, 1.7159, -2.8211)
C (5.1143, 0.8454, -2.4255)
C (2.1717, -1.6751, -0.5530)
C (1.0056, -1.1905, 0.0020)
C (-1.6852, 0.2400, -0.7601)
C (-2.8715, -0.0699, -1.3979)
C (-5.6419, -0.3738, -3.6583)
C (-6.2868, 0.4921, -4.5470)
H (-7.6013, 2.2039, -4.7620)
H (-7.7937, 2.5629, -2.2947)
H (-6.5520, 1.0733, -0.7124)
H (-4.2663, -3.2891, -2.4410)
H (-5.5320, -5.4507, -2.4529)
H (-7.6254, -5.6665, -1.1013)
H (-8.3851, -3.7682, 0.3269)
H (-7.1795, -1.5680, 0.2057)
H (-4.6172, -1.2722, 1.2705)
H (-2.6697, -0.3066, 2.4732)
H (-0.2964, 0.9154, 2.2759)
H (2.1116, 1.8207, 1.1849)
H (4.1655, 1.0266, 0.0563)
H (4.8884, -1.9056, -3.8511)
H (5.4500, -4.1849, -4.6965)
H (5.7356, -6.0712, -3.0753)
H (5.1980, -5.7134, -0.6613)
H (4.4123, -3.4781, 0.1305)
H (6.9795, -1.4148, -0.6612)
H (8.7614, 0.2692, -1.1802)
H (8.2348, 2.2038, -2.6577)
H (5.8834, 2.5637, -3.4584)
H (4.0763, 1.0061, -2.7167)
H (2.2132, -2.6763, -0.9727)
H (0.1064, -1.8115, -0.0057)
H (-0.8354, 0.5998, -1.3405)
H (-2.9894, 0.0562, -2.4713)
H (-5.0616, -1.2296, -4.0133)
H (-6.1842, 0.3316, -5.6190)
C (2.3563, 3.0377, 5.8185)
N (1.7558, 2.5881, 4.5821)
C (2.2057, 1.3215, 4.0759)
C (0.6408, 3.1412, 4.0418)
N (-0.0747, 2.5130, 3.1477)
N (0.3075, 4.3977, 4.5273)
C (1.3328, 5.3728, 4.8473)
C (-1.0169, 4.9245, 4.2685)
H (1.6000, 3.4906, 6.4705)
H (2.7758, 2.1595, 6.3204)
H (3.1832, 3.7423, 5.6401)
H (1.3851, 0.8909, 3.5020)
H (3.0884, 1.4486, 3.4320)
H (2.4795, 0.6772, 4.9168)
H (-0.7646, 3.1524, 2.7502)
H (2.2604, 5.1701, 4.2873)
H (0.9607, 6.3748, 4.5855)
H (1.5533, 5.3970, 5.9300)
H (-1.7295, 4.0858, 4.3115)
H (-1.2603, 5.6676, 5.0434)
H (-1.0958, 5.4127, 3.2778)

Atomic partial charges in e from the Mulliken method, atoms 1 to 4:
1. C -0.374
2. C -0.717
3. C -0.114
4. C -0.402


No. 3
Entry from the Open Molecules 2025 dataset: a molecular structure, C42H43AgNP2S2 (ωB97M-V/def2-TZVPD).

As for the net charge: -1. The LUMO energy comes out at 2.48 eV. The HOMO-LUMO gap is 6.57 eV. As for the molar mass: 795.8 g mol⁻¹. The calculation puts the energy above the lowest of the compared OMol25 structures with the same formula, charge and spin at 0.0 kcal per mole. The spin multiplicity is 1. The largest force on an atom is 0.72 eV/Å.

Element x y z (Å)
Ag (-0.8450, -0.4664, 0.2550)
C (-4.7036, -1.8700, 1.4973)
C (-5.3964, -0.5592, 1.6927)
C (-6.5003, -0.4707, 2.5250)
C (-7.1410, 0.7383, 2.7388)
C (-6.6656, 1.8833, 2.1236)
C (-5.5652, 1.8151, 1.2897)
C (-4.9282, 0.6002, 1.0477)
P (-3.3475, 0.4533, 0.1473)
C (-2.9148, 2.2119, -0.1436)
C (-2.3422, 2.7884, 0.9920)
C (-1.8331, 4.0702, 0.9730)
C (-1.8654, 4.7937, -0.2079)
C (-2.4315, 4.2301, -1.3363)
C (-2.9742, 2.9496, -1.3307)
C (-3.5867, 2.4275, -2.5942)
C (-3.8034, -0.3472, -1.3982)
C (-5.1207, -0.6470, -1.7209)
C (-5.4117, -1.4639, -2.7970)
C (-4.3664, -2.0252, -3.5246)
C (-3.0592, -1.7271, -3.2200)
C (-2.7217, -0.8400, -2.1796)
C (-1.3591, -0.4527, -1.9095)
H (-5.0019, -2.5884, 2.2594)
H (-3.6190, -1.7296, 1.5383)
H (-4.9364, -2.2859, 0.5166)
H (-6.8589, -1.3610, 3.0266)
H (-7.9998, 0.7850, 3.3945)
H (-7.1507, 2.8335, 2.3007)
H (-5.1930, 2.7162, 0.8204)
H (-2.2986, 2.1996, 1.9004)
H (-1.3964, 4.4936, 1.8658)
H (-1.4480, 5.7906, -0.2552)
H (-2.4519, 4.7973, -2.2580)
H (-3.6379, 3.2163, -3.3430)
H (-4.5889, 2.0443, -2.4165)
H (-2.9946, 1.6115, -3.0043)
H (-5.9233, -0.2416, -1.1151)
H (-6.4390, -1.6848, -3.0508)
H (-4.5879, -2.6966, -4.3456)
H (-2.2573, -2.1680, -3.7997)
H (-1.2501, 0.6426, -1.8887)
H (-0.6778, -0.8411, -2.6712)
S (6.1814, 0.9650, -2.2225)
P (4.9580, -0.5214, -1.8346)
S (3.0439, -0.0653, -1.4517)
C (5.5542, -1.4902, -0.3769)
C (5.0119, -2.7310, -0.0665)
C (5.3598, -3.3622, 1.1147)
C (6.2478, -2.7597, 1.9943)
C (6.8111, -1.5362, 1.6723)
C (6.4702, -0.9070, 0.4869)
C (4.9448, -1.7740, -3.1783)
C (3.7489, -2.2769, -3.6716)
C (3.7589, -3.1933, -4.7078)
C (4.9595, -3.6075, -5.2577)
C (6.1544, -3.0995, -4.7724)
C (6.1489, -2.1802, -3.7398)
H (4.3135, -3.1917, -0.7502)
H (4.9320, -4.3241, 1.3588)
H (6.5102, -3.2493, 2.9223)
H (7.5172, -1.0703, 2.3472)
H (6.9141, 0.0416, 0.2109)
H (2.8113, -1.9517, -3.2436)
H (2.8239, -3.5892, -5.0795)
H (4.9693, -4.3306, -6.0613)
H (7.0928, -3.4263, -5.2006)
H (7.0753, -1.7643, -3.3708)
C (2.7992, -0.5306, 2.1191)
N (2.9189, 0.7398, 1.4006)
C (4.0439, 1.5347, 1.8879)
C (1.6296, 1.5133, 1.3283)
C (0.6763, 1.2515, 2.4663)
C (0.7427, 2.0539, 3.5999)
C (-0.1468, 1.8654, 4.6412)
C (-1.0848, 0.8547, 4.5409)
C (-1.1301, 0.0519, 3.4150)
C (-0.2684, 0.2119, 2.3132)
H (3.6900, -1.1328, 1.9450)
H (1.9215, -1.0581, 1.7371)
H (2.6794, -0.3620, 3.1868)
H (3.1209, 0.4568, 0.3548)
H (3.8452, 1.8891, 2.8998)
H (4.2099, 2.3751, 1.2154)
H (4.9497, 0.9286, 1.8938)
H (1.1425, 1.1989, 0.3917)
H (1.8841, 2.5721, 1.2512)
H (1.4735, 2.8533, 3.6661)
H (-0.1286, 2.5193, 5.5040)
H (-1.8002, 0.7078, 5.3402)
H (-1.8875, -0.7251, 3.3861)

Atomic partial charges in e from the Mulliken method, atoms 1 to 4:
1. Ag -0.684
2. C -1.581
3. C 0.994
4. C -0.735